The following is a DFT calculation (ωB97M-V/def2-TZVPD) of a structure of composition C34H53BClI2N5O3OsS.

Structure (XYZ):
```
101
Properties=species:S:1:pos:R:3:forces:R:3
Os 1.519 -0.853 0.931 -1.03 0.30 0.50
I 5.598 -1.172 2.163 0.06 -0.47 -0.24
C 5.270 -2.710 0.731 -0.17 0.26 0.14
I 3.608 -2.324 -0.623 0.21 -0.01 0.23
H 5.041 -3.633 1.249 -0.10 0.05 -0.03
H 6.155 -2.819 0.110 -0.18 0.11 -0.07
C 0.646 1.384 3.717 -0.08 -0.31 -0.09
C 0.553 -0.135 3.839 -0.01 0.13 0.06
C 0.674 -0.531 5.316 -0.20 -0.02 -0.36
C 1.656 -0.832 3.049 0.08 -0.23 -0.59
H -0.217 1.850 4.185 -0.09 0.19 0.07
H 0.700 1.691 2.674 -0.09 0.15 -0.09
H 1.536 1.740 4.227 0.18 0.09 0.08
H -0.434 -0.468 3.486 0.04 -0.03 -0.02
H 1.653 -0.243 5.689 0.14 0.04 0.13
H 0.557 -1.603 5.442 0.02 -0.17 0.07
H -0.090 -0.036 5.910 -0.06 0.08 0.12
H 1.639 -1.913 3.270 0.17 0.14 0.00
H 2.622 -0.423 3.366 -0.02 -0.18 -0.09
C 5.619 7.223 1.170 -0.06 -0.19 -0.05
C 5.894 5.770 1.559 0.16 0.24 0.08
C 5.834 5.676 3.096 -0.12 -0.08 -0.13
C 7.295 5.370 1.066 -0.20 -0.06 -0.09
C 4.872 4.805 0.998 0.81 -0.52 0.85
C 3.836 5.218 0.141 -1.34 -0.07 -0.89
C 2.796 4.389 -0.240 0.03 0.60 -0.18
C 2.816 3.096 0.249 -1.17 -0.77 -0.28
O 1.911 2.097 0.125 0.54 2.24 -0.50
B 2.417 1.001 0.844 -0.69 -1.84 -0.20
O 3.645 1.348 1.376 1.29 1.49 0.51
C 3.888 2.639 1.038 0.59 -0.69 0.72
C 4.920 3.469 1.408 -0.02 -0.46 -0.04
H 6.368 7.865 1.624 0.06 0.02 0.04
H 4.645 7.547 1.531 -0.12 0.11 0.01
H 5.671 7.374 0.095 0.01 0.06 -0.16
H 6.488 6.424 3.534 0.08 0.08 0.01
H 6.146 4.701 3.457 0.06 -0.10 0.08
H 4.818 5.862 3.440 -0.06 0.05 0.13
H 8.030 6.060 1.470 0.05 0.06 0.05
H 7.340 5.416 -0.021 0.09 0.00 -0.09
H 7.559 4.365 1.383 0.08 -0.11 0.02
H 3.826 6.226 -0.237 0.06 0.14 0.04
H 2.002 4.741 -0.879 -0.04 0.02 -0.05
H 5.720 3.094 2.022 0.08 -0.01 0.13
C -3.236 -1.783 -2.407 -0.18 -0.19 0.11
C -3.988 -2.443 -1.248 0.12 0.06 0.05
C -5.487 -2.149 -1.427 0.27 -0.07 -0.04
C -3.535 -1.768 0.061 -0.05 -0.15 0.04
C -3.746 -4.001 -1.161 0.06 0.11 -0.40
O -4.143 -4.459 0.116 -0.12 -0.13 0.41
C -4.553 -4.844 -2.201 0.27 -0.09 -0.08
C -3.899 -5.393 -3.482 -0.33 0.02 0.11
C -3.543 -4.375 -4.518 0.22 0.18 -0.40
C -2.221 -4.207 -4.934 -0.54 -0.08 0.21
C -1.886 -3.262 -5.882 -0.25 0.45 -0.32
C -2.884 -2.461 -6.435 -0.10 -0.53 0.54
Cl -2.471 -1.261 -7.589 0.10 0.28 -0.29
C -4.216 -2.636 -6.060 0.38 0.14 -0.19
C -4.535 -3.588 -5.116 0.37 -0.36 0.20
C -2.251 -4.412 -1.254 -1.09 -0.46 -0.26
N -1.421 -3.868 -0.216 1.05 0.77 -0.05
C -0.415 -3.004 -0.343 -0.05 -0.21 0.05
N 0.071 -2.695 0.856 0.46 0.46 -0.56
C -0.695 -3.441 1.696 0.06 0.08 -0.08
N -1.584 -4.157 1.070 -0.46 -0.56 0.84
H -3.560 -0.748 -2.495 0.00 0.17 -0.02
H -3.444 -2.277 -3.348 0.02 0.06 -0.14
H -2.160 -1.772 -2.246 0.16 -0.01 0.01
H -5.683 -1.101 -1.219 0.00 0.12 0.05
H -6.100 -2.737 -0.749 -0.20 -0.05 0.08
H -5.810 -2.330 -2.447 -0.11 -0.08 -0.11
H -4.064 -0.827 0.185 -0.04 0.20 0.00
H -2.472 -1.544 0.041 0.15 0.04 0.06
H -3.749 -2.400 0.918 -0.02 0.07 0.11
H -5.095 -4.350 0.224 -0.01 -0.03 -0.10
H -5.441 -4.292 -2.496 -0.10 -0.03 0.06
H -4.893 -5.723 -1.647 0.00 0.11 0.02
H -4.654 -6.051 -3.924 0.15 -0.12 0.08
H -3.034 -6.013 -3.249 0.02 -0.06 -0.02
H -1.449 -4.840 -4.520 0.10 -0.10 0.05
H -0.864 -3.147 -6.205 0.11 0.06 -0.07
H -4.986 -2.034 -6.515 -0.06 0.09 -0.08
H -5.569 -3.731 -4.838 -0.15 -0.02 0.04
H -1.838 -4.113 -2.216 0.06 -0.06 0.06
H -2.231 -5.500 -1.145 0.13 0.11 -0.12
H -0.049 -2.625 -1.277 -0.09 0.01 -0.24
H -0.586 -3.458 2.760 0.06 -0.01 0.28
C -1.754 3.865 -0.249 -0.37 0.29 0.14
N -1.151 2.603 -0.620 0.12 -0.04 -0.20
C -1.065 1.466 0.048 0.10 -0.53 0.27
S -0.236 0.172 -0.746 0.92 -0.62 -0.10
N -1.613 1.192 1.226 0.14 0.04 0.05
C -2.591 1.934 2.000 -0.16 0.32 0.25
H -1.217 4.661 -0.759 0.00 0.00 -0.02
H -1.678 4.037 0.820 0.02 0.03 -0.01
H -2.801 3.907 -0.557 0.05 0.07 0.07
H -0.700 2.588 -1.526 -0.07 -0.21 0.17
H -1.312 0.311 1.632 -0.17 0.18 -0.34
H -3.257 2.499 1.354 0.01 -0.09 0.03
H -2.106 2.609 2.707 -0.07 0.02 -0.01
H -3.194 1.223 2.564 0.06 0.00 -0.08
```
Forces are in eV/Å.

Molar mass = 1102.20 g mol⁻¹
Charge = +2
Relative energy (zero: lowest compared OMol25 entry of this formula, charge and spin) = 1.097 eV
LUMO level (alpha / beta) = -5.151 / -8.881 eV
⟨S²⟩ = 6.0393
DFT total energy = -3395.6286 a.u.
2S+1 = 5



The following is a DFT calculation (ωB97M-V/def2-TZVPD) of a structure of composition C33H26Cl2IrN7O3S3Te.

Structure (XYZ):
```
76
Properties=species:S:1:pos:R:3:forces:R:3
Ir -0.342 1.062 -1.010 0.33 0.69 0.09
Cl -2.813 2.737 1.269 -0.17 0.00 0.19
C -2.443 4.121 0.305 0.15 0.31 -0.18
C -2.497 5.368 0.907 -0.02 -0.04 0.06
C -2.196 6.500 0.170 0.00 0.01 -0.01
C -1.854 6.390 -1.168 0.00 0.03 -0.01
C -1.807 5.140 -1.758 -0.08 0.01 0.19
Cl -1.429 5.052 -3.451 0.01 0.07 -0.04
C -2.081 3.970 -1.037 0.02 -0.30 -0.18
S -2.034 2.395 -1.846 -0.02 0.01 0.01
H -2.776 5.439 1.949 0.00 0.02 0.00
H -2.237 7.474 0.637 0.00 0.00 0.00
H -1.634 7.265 -1.763 0.00 0.01 0.01
O -0.909 -6.159 6.401 0.81 -0.64 0.22
S -0.603 -5.633 5.100 -2.85 2.02 -0.93
O 0.496 -4.693 5.023 0.67 -0.85 0.21
O -0.662 -6.581 3.996 0.99 -0.52 0.42
C -2.033 -4.585 4.685 -1.19 0.89 -0.25
N -3.250 -4.846 5.178 1.12 -0.49 0.15
C -4.237 -4.053 4.793 -0.24 0.21 -0.14
C -4.062 -2.993 3.906 0.06 -0.29 0.25
C -2.771 -2.825 3.448 0.02 0.21 -0.23
N -1.770 -3.603 3.833 0.39 -1.08 0.71
C -2.320 -1.799 2.488 0.28 0.57 -0.46
C -0.957 -1.474 2.496 -0.38 -0.26 0.25
C -0.470 -0.599 1.564 -0.28 0.28 -0.46
N -1.253 -0.061 0.603 -0.17 -0.37 0.51
C -2.571 -0.341 0.610 0.56 0.15 -0.19
C -3.135 -1.187 1.537 -0.03 -0.40 0.47
H -5.216 -4.268 5.208 0.05 -0.01 0.00
H -4.886 -2.352 3.623 0.07 -0.02 -0.01
H -0.307 -1.949 3.220 0.00 0.16 -0.11
H 0.578 -0.329 1.546 0.00 0.06 -0.01
H -3.160 0.114 -0.175 0.05 0.03 -0.02
H -4.191 -1.409 1.477 -0.02 0.03 0.00
N -1.023 -2.532 -1.397 0.10 -0.21 0.45
C -1.100 -1.916 -2.600 0.00 0.56 -0.76
C -1.324 -2.699 -3.752 0.01 -0.06 0.20
C -1.371 -2.102 -4.978 0.01 0.21 -0.13
C -1.196 -0.715 -5.073 -0.05 -0.28 -0.17
C -0.982 -0.021 -3.918 0.06 -0.03 0.44
N -0.929 -0.582 -2.685 -0.20 -0.57 -0.26
H -1.202 -3.519 -1.331 -0.01 0.09 -0.03
H -0.994 -2.008 -0.544 -0.02 0.09 0.00
H -1.454 -3.767 -3.643 0.00 -0.02 -0.01
H -1.543 -2.697 -5.865 0.00 0.00 -0.01
H -1.229 -0.200 -6.021 0.00 0.00 -0.01
H -0.842 1.052 -3.947 -0.01 0.00 0.04
Te 0.790 3.016 0.775 -0.35 -0.20 -0.36
C 2.509 2.081 1.456 0.10 0.01 0.09
C 3.287 2.754 2.404 0.01 -0.16 -0.09
C 4.428 2.151 2.905 0.05 -0.05 0.01
C 4.801 0.887 2.465 -0.01 -0.03 -0.01
C 4.032 0.217 1.518 0.14 0.00 0.11
C 2.890 0.809 1.015 -0.08 0.17 0.09
H 3.000 3.738 2.750 -0.02 0.00 -0.02
H 5.026 2.667 3.644 0.03 0.00 0.01
H 5.691 0.420 2.863 0.01 0.00 0.00
H 4.321 -0.769 1.178 0.02 -0.01 -0.02
H 2.296 0.281 0.280 0.01 0.10 0.02
N 1.337 3.295 -2.932 0.02 0.07 -0.07
C 1.985 2.123 -2.858 -0.37 -0.50 0.38
N 1.509 1.071 -2.215 0.31 0.17 -0.18
C 2.401 -0.014 -2.288 -0.20 0.50 -0.09
C 2.238 -1.258 -1.697 -0.02 -0.21 0.01
C 3.245 -2.199 -1.835 -0.02 0.07 -0.03
C 4.405 -1.911 -2.553 0.04 0.02 -0.01
C 4.580 -0.668 -3.139 0.00 -0.07 0.03
C 3.568 0.267 -2.992 0.17 0.05 -0.12
S 3.532 1.908 -3.593 0.22 -0.13 -0.07
H 0.341 3.301 -2.756 -0.07 -0.03 0.08
H 1.678 4.014 -3.550 0.01 -0.04 0.03
H 1.343 -1.499 -1.138 -0.05 0.05 -0.03
H 3.126 -3.172 -1.377 0.00 -0.01 -0.01
H 5.178 -2.660 -2.650 0.01 -0.01 -0.01
H 5.481 -0.432 -3.689 0.00 -0.01 0.00
```
Forces are in eV/Å.

Molar mass = 1055.54 g mol⁻¹
Charge = +1
Relative energy (zero: lowest compared OMol25 entry of this formula, charge and spin) = 0.000 eV
LUMO level (alpha / beta) = -3.297 / -6.740 eV
⟨S²⟩ = 8.7901
DFT total energy = -4369.1665 a.u.
2S+1 = 6



The following is a DFT calculation (ωB97M-V/def2-TZVPD) of a cluster of 8 separate species, C13H37N2O11P in total.

Structure (XYZ):
```
64
Properties=species:S:1:pos:R:3:forces:R:3
C -3.171 -2.527 -3.370 -0.01 -0.28 0.20
N -1.785 -2.153 -3.088 -0.23 -0.11 0.04
C -1.591 -0.719 -2.964 -0.74 -0.03 -1.47
C -2.359 -0.113 -1.838 0.35 0.23 0.77
C -2.308 -0.405 -0.533 -0.46 -1.78 0.08
P -1.315 -1.604 0.460 0.93 0.74 1.24
N -2.451 -2.235 1.632 -0.07 0.53 -1.37
O -0.939 -2.918 -0.436 -0.94 0.28 0.17
C -3.296 0.520 0.161 3.70 0.03 -3.59
O -3.928 0.398 1.105 -2.26 -0.16 3.73
O -3.326 1.635 -0.685 -1.76 0.59 0.46
C -3.360 1.019 -1.938 3.69 -1.52 1.86
O -4.055 1.316 -2.796 -2.46 1.47 -3.09
H -3.801 -1.689 -3.697 0.15 0.04 -0.02
H -3.626 -2.966 -2.476 -0.09 0.08 -0.05
H -3.208 -3.285 -4.153 0.01 0.01 0.04
H -1.180 -2.537 -3.798 0.12 0.20 0.04
H -0.523 -0.494 -2.925 -0.03 0.10 0.41
H -1.973 -0.243 -3.886 0.16 0.28 0.14
H -3.317 -2.432 1.126 -0.08 -0.34 0.39
H -2.680 -1.441 2.231 0.07 -0.23 0.23
H -0.606 -3.568 0.214 0.41 -0.01 -0.41
C -0.939 4.804 -0.327 -0.14 -0.27 -0.17
O -1.004 3.600 0.437 0.08 0.02 0.25
H -0.439 5.567 0.264 0.00 -0.08 0.08
H -0.373 4.629 -1.245 0.01 0.17 -0.02
H -1.950 5.140 -0.571 0.06 0.15 -0.04
H -1.448 2.943 -0.106 -0.08 -0.06 0.00
C -4.251 5.005 1.948 0.10 -0.30 -0.27
O -4.667 4.827 0.598 0.06 0.08 -0.01
H -4.667 5.938 2.322 -0.06 0.00 -0.10
H -4.618 4.177 2.560 0.09 0.09 0.18
H -3.160 5.052 1.999 -0.01 0.00 0.20
H -4.289 3.996 0.291 -0.11 0.04 -0.03
C 1.693 -4.136 2.435 -0.07 0.16 -0.04
O 0.500 -4.261 1.670 -0.34 0.09 0.08
H 2.443 -4.797 2.007 -0.05 -0.01 -0.05
H 2.058 -3.107 2.397 0.09 -0.03 0.02
H 1.509 -4.425 3.472 0.10 -0.01 0.01
H -0.151 -3.669 2.071 0.01 -0.17 0.20
C 3.565 -2.597 -0.823 -0.35 0.05 -0.11
O 2.274 -2.116 -0.465 0.18 -0.10 0.12
H 4.277 -2.248 -0.076 -0.01 0.01 0.00
H 3.571 -3.691 -0.842 0.18 0.00 -0.03
H 3.855 -2.207 -1.802 0.16 -0.07 0.02
H 1.660 -2.430 -1.137 -0.14 0.13 0.16
C 3.652 1.028 -2.615 -0.26 -0.01 0.24
O 2.311 0.669 -2.317 0.05 0.02 -0.09
H 3.870 0.718 -3.635 -0.04 -0.01 0.00
H 3.785 2.111 -2.536 0.16 -0.01 -0.05
H 4.343 0.524 -1.933 0.13 0.06 -0.07
H 2.132 0.951 -1.410 -0.24 -0.06 0.04
C 2.529 1.958 1.333 -0.37 0.06 -0.04
O 1.339 1.794 0.565 0.28 -0.09 0.01
H 3.302 1.313 0.920 -0.04 -0.04 0.01
H 2.867 2.997 1.291 0.12 -0.03 0.09
H 2.343 1.671 2.371 0.21 0.01 0.04
H 0.667 2.372 0.948 -0.12 0.08 -0.33
C 4.477 -1.255 3.952 -0.21 -0.08 -0.27
O 4.563 -1.045 2.547 0.00 -0.03 0.01
H 5.353 -0.810 4.416 0.02 0.01 -0.06
H 3.578 -0.779 4.354 0.05 -0.02 0.14
H 4.455 -2.325 4.178 0.02 0.03 0.15
H 3.780 -1.442 2.147 0.05 0.11 -0.06
```
Forces are in eV/Å.

Molar mass = 428.42 g mol⁻¹
Charge = 0
LUMO level = -0.564 eV
SMILES = CNCC1=C(P(N)O)C(=O)OC1=O.CO.CO.CO.CO.CO.CO.CO
DFT total energy = -1795.9039 a.u.